{
  "formula": "C26H34FN3O5S",
  "method": "ωB97M-V/def2-TZVPD",
  "symbols": ["O", "C", "C", "C", "C", "C", "C", "C", "S", "O", "O", "O", "C", "O", "C", "C", "C", "C", "F", "C", "C", "H", "H", "H", "H", "H", "H", "H", "H", "H", "H", "H", "H", "H", "C", "C", "C", "C", "N", "H", "H", "H", "H", "H", "H", "H", "C", "C", "C", "C", "N", "H", "H", "H", "H", "H", "H", "H", "C", "C", "C", "C", "N", "H", "H", "H", "H", "H", "H", "H"],
  "coordinates": [[-0.5658, 5.0431, -4.2175], [0.4346, 5.1150, -3.5616], [0.4985, 4.6923, -2.1456], [1.6140, 4.2040, -1.6019], [1.7118, 3.7944, -0.1508], [3.1178, 3.9452, 0.4382], [3.7971, 2.6346, 0.9025], [3.5183, 1.3735, 0.0677], [4.9337, 0.5294, -0.5859], [4.4530, -0.3540, -1.6086], [5.6815, -0.0919, 0.4625], [5.8220, 1.6418, -1.2836], [2.7981, 4.0901, -2.5014], [3.6378, 3.2301, -2.3866], [2.8962, 5.1200, -3.5696], [4.1415, 5.5629, -4.0080], [4.2023, 6.5057, -5.0286], [3.0151, 6.9645, -5.5781], [3.0905, 7.8540, -6.5845], [1.7656, 6.5534, -5.1398], [1.7178, 5.6188, -4.1166], [-0.4104, 4.8157, -1.5750], [1.0063, 4.4312, 0.3750], [1.3346, 2.7761, -0.0695], [3.0293, 4.5646, 1.3272], [3.7803, 4.4973, -0.2202], [3.5738, 2.4682, 1.9483], [4.8715, 2.8234, 0.8756], [2.8528, 1.5090, -0.7735], [3.0769, 0.6320, 0.7251], [5.4019, 2.5130, -1.2404], [5.0409, 5.1769, -3.5572], [5.1577, 6.8567, -5.3816], [0.8696, 6.9418, -5.5978], [1.4548, -2.9735, 4.0603], [0.3815, -2.2887, 3.2195], [0.9617, -1.3490, 2.1598], [1.6937, -0.2313, 2.7522], [2.2841, 0.6316, 3.2275], [2.0433, -2.2486, 4.6244], [0.9982, -3.6571, 4.7769], [2.1369, -3.5503, 3.4329], [-0.2975, -1.7364, 3.8705], [-0.2148, -3.0455, 2.7107], [0.1539, -0.9492, 1.5439], [1.6288, -1.8978, 1.4917], [-3.5740, -6.3338, 1.7124], [-2.3584, -6.0922, 2.6002], [-2.5993, -5.0167, 3.6649], [-2.8553, -3.7031, 3.0787], [-3.0468, -2.6722, 2.6108], [-3.8400, -5.4381, 1.1484], [-3.3680, -7.1279, 0.9955], [-4.4413, -6.6317, 2.3033], [-1.5020, -5.8141, 1.9824], [-2.0939, -7.0208, 3.1084], [-1.7265, -4.9395, 4.3165], [-3.4437, -5.2953, 4.2976], [-6.3753, -2.5996, 0.4512], [-6.1304, -3.3867, -0.8306], [-7.2368, -4.4035, -1.1305], [-7.3229, -5.4440, -0.1074], [-7.3911, -6.2593, 0.6978], [-6.3963, -3.2544, 1.3235], [-5.5808, -1.8705, 0.6061], [-7.3245, -2.0619, 0.4042], [-5.1679, -3.8981, -0.7676], [-6.0662, -2.6935, -1.6711], [-7.0490, -4.8813, -2.0934], [-8.2010, -3.8986, -1.2098]],
  "atomic_forces_ev_per_a": [[-0.87, 0.19, -0.36], [0.61, -0.09, 0.17], [0.01, 0.09, 0.20], [-0.18, 0.11, 0.10], [0.05, 0.13, -0.66], [-0.11, -0.34, 0.65], [0.50, 0.40, -0.61], [0.00, 0.34, 0.59], [-0.45, -1.51, -0.35], [-0.06, 0.35, -0.12], [0.24, 0.69, 0.23], [0.19, 0.21, 0.35], [-0.18, 0.42, -0.35], [0.48, -0.28, 0.38], [0.20, -0.01, 0.11], [-0.51, 0.11, -0.36], [-0.14, -0.31, 0.34], [0.09, 0.04, -0.04], [-0.09, -0.06, 0.14], [0.25, -0.12, -0.12], [0.45, 0.26, -0.19], [-0.18, -0.18, 0.06], [-0.11, -0.03, 0.18], [0.05, -0.12, 0.19], [0.07, 0.12, 0.09], [-0.04, 0.03, -0.23], [-0.22, -0.30, 0.08], [0.12, 0.00, 0.20], [0.01, 0.17, -0.20], [0.01, -0.31, -0.06], [-0.18, -0.04, -0.27], [0.10, -0.11, 0.01], [0.02, 0.17, -0.16], [-0.10, 0.00, -0.02], [-0.03, 0.05, -0.03], [0.19, -0.20, 0.27], [-0.29, -0.12, -0.07], [0.10, -0.04, -0.01], [-0.08, 0.04, 0.00], [0.02, 0.00, -0.02], [0.02, -0.01, 0.01], [0.02, 0.00, 0.01], [-0.05, 0.04, -0.08], [-0.03, 0.08, -0.10], [0.03, 0.07, 0.01], [0.10, 0.06, 0.03], [0.05, 0.01, 0.02], [-0.14, -0.10, -0.20], [0.19, -0.23, 0.03], [-0.11, 0.05, 0.06], [0.00, 0.00, -0.07], [-0.02, 0.02, 0.03], [-0.03, 0.00, -0.01], [-0.03, 0.01, -0.03], [0.03, 0.04, 0.06], [0.04, 0.04, 0.07], [-0.02, 0.10, 0.01], [-0.06, 0.07, -0.03], [0.05, -0.01, -0.03], [0.02, 0.17, 0.18], [0.20, 0.12, -0.20], [-0.13, -0.03, -0.01], [0.08, 0.00, 0.04], [-0.02, -0.01, -0.01], [0.00, -0.01, 0.04], [-0.01, -0.01, 0.01], [-0.02, -0.05, -0.04], [-0.02, -0.07, -0.06], [-0.04, -0.08, 0.03], [-0.04, -0.04, 0.09]],
  "nbo_charge": [-0.488, 0.521, -0.234, -0.032, -0.434, -0.396, -0.420, -0.706, 2.381, -0.945, -0.932, -0.880, 0.558, -0.558, -0.147, -0.133, -0.265, 0.414, -0.313, -0.232, -0.091, 0.230, 0.231, 0.229, 0.221, 0.198, 0.250, 0.214, 0.255, 0.263, 0.517, 0.233, 0.240, 0.251, -0.614, -0.377, -0.520, 0.306, -0.359, 0.217, 0.210, 0.207, 0.215, 0.209, 0.256, 0.251, -0.613, -0.378, -0.518, 0.303, -0.352, 0.208, 0.220, 0.216, 0.205, 0.211, 0.249, 0.250, -0.614, -0.377, -0.513, 0.295, -0.342, 0.215, 0.227, 0.201, 0.207, 0.209, 0.249, 0.244],
  "total_energy_ev": -55772.724,
  "charge": 0,
  "orbital_gap_ev": 8.69
}

{
  "formula": "BrZn2",
  "method": "ωB97M-V/def2-TZVPD",
  "symbols": ["Zn", "Zn", "Br"],
  "coordinates": [[-12.4783, 15.1416, 2.6692], [-15.0296, 16.6685, 1.2079], [-12.8772, 17.0891, 1.7225]],
  "atomic_forces_ev_per_a": [[1.34, -2.10, 1.31], [-1.95, 0.44, -0.81], [0.61, 1.66, -0.50]],
  "nbo_charge": [1.724, 1.728, -0.452],
  "e_above_lowest_ev": 0.798,
  "total_energy_ev": -166837.998,
  "charge": 3,
  "orbital_gap_ev": 9.68
}

{
  "formula": "C6H6N2OS",
  "method": "ωB97M-V/def2-TZVPD",
  "symbols": ["C", "C", "C", "C", "C", "C", "N", "N", "O", "S", "H", "H", "H", "H", "H", "H"],
  "coordinates": [[-1.5981, -1.4474, 0.0121], [-1.4682, -0.0653, -0.0304], [-0.4975, -2.2695, 0.0373], [-0.1718, 0.4443, -0.0627], [0.8425, -0.4624, -0.0504], [0.1918, 1.9092, -0.1376], [0.7864, -1.7881, 0.0137], [1.4764, 2.0653, 0.5104], [1.7602, -2.5614, 0.0466], [2.7081, 1.0835, -0.1817], [-2.5757, -1.9025, 0.0272], [-2.3270, 0.5841, -0.0404], [-0.5641, -3.3449, 0.0813], [0.1903, 2.2070, -1.1991], [-0.5410, 2.5205, 0.3971], [1.7878, 3.0278, 0.5764]],
  "atomic_forces_ev_per_a": [[0.04, 0.13, -0.02], [0.40, 0.06, -0.01], [-0.42, -0.25, 0.02], [-0.57, -0.22, 0.06], [3.28, 3.02, -0.12], [-0.02, 0.16, -0.19], [-1.09, 0.26, -0.09], [0.21, 0.13, 0.11], [1.08, -0.58, -0.02], [-2.86, -2.50, 0.18], [-0.06, -0.09, 0.03], [-0.15, 0.09, 0.00], [0.14, -0.03, 0.01], [0.02, -0.05, 0.07], [0.02, -0.09, -0.07], [-0.04, -0.05, 0.04]],
  "nbo_charge": [-0.220, -0.201, -0.042, -0.117, 0.261, -0.234, 0.052, -0.769, -0.504, 0.281, 0.232, 0.222, 0.235, 0.194, 0.216, 0.393],
  "e_above_lowest_ev": 4.133,
  "total_energy_ev": -22177.377,
  "charge": 0,
  "orbital_gap_ev": [7.40, 7.39]
}

{
  "formula": "C17H12LiN4O3S",
  "method": "ωB97M-V/def2-TZVPD",
  "symbols": ["Li", "O", "C", "O", "C", "C", "C", "C", "C", "C", "C", "C", "C", "N", "H", "H", "H", "H", "H", "H", "N", "C", "N", "C", "C", "C", "C", "C", "C", "S", "H", "H", "H", "H", "H", "H", "O", "N"],
  "coordinates": [[0.4530, 1.2523, -0.4293], [-0.3570, -1.3602, 2.9374], [-0.2822, -1.4762, 1.7634], [0.5554, -0.6602, 0.9779], [-0.9127, -2.3591, 0.8011], [-1.8336, -3.3945, 0.9889], [-2.2961, -4.0479, -0.1034], [-1.8541, -3.6766, -1.4070], [-2.3517, -4.3174, -2.5580], [-1.9181, -3.9577, -3.8035], [-0.9535, -2.9442, -3.9552], [-0.4375, -2.2906, -2.8669], [-0.9011, -2.6516, -1.5899], [-0.4396, -2.0481, -0.4165], [-2.1506, -3.6246, 1.9966], [-3.0106, -4.8550, -0.0046], [-3.0810, -5.1090, -2.4343], [-2.3079, -4.4645, -4.6770], [-0.6007, -2.6792, -4.9433], [0.3211, -1.5326, -2.9768], [-2.8167, 1.1740, -2.2587], [-2.2535, 2.1925, -1.5782], [-1.2790, 2.0361, -0.7295], [-0.9072, 3.2715, -0.1861], [0.0999, 3.4579, 0.7599], [0.3884, 4.7436, 1.1920], [-0.3232, 5.8354, 0.7007], [-1.3410, 5.6619, -0.2260], [-1.6174, 4.3748, -0.6590], [-2.8210, 3.8279, -1.7968], [-2.3610, 0.2779, -2.2471], [-3.4735, 1.3564, -2.9954], [0.6225, 2.6155, 1.2132], [1.1642, 4.8971, 1.9297], [-0.0877, 6.8302, 1.0544], [-1.9018, 6.5099, -0.5987], [0.8269, -0.2581, -1.2693], [0.5799, -1.1575, -0.3473]],
  "atomic_forces_ev_per_a": [[-0.01, 0.31, -0.03], [-0.11, -0.12, 0.16], [0.38, 0.63, -0.22], [-0.48, -0.05, 0.06], [-0.08, -0.15, -0.41], [0.04, 0.08, 0.32], [-0.03, -0.07, -0.25], [-0.06, -0.03, 0.08], [-0.08, -0.11, -0.06], [0.02, 0.00, -0.06], [-0.04, -0.04, -0.01], [0.09, -0.01, 0.00], [0.19, 0.09, 0.23], [-0.82, 0.17, -0.04], [0.02, 0.01, -0.02], [0.02, 0.03, -0.02], [0.03, 0.04, 0.00], [0.02, 0.03, 0.03], [-0.02, -0.02, 0.02], [-0.03, 0.02, 0.04], [-0.05, 0.04, 0.02], [0.05, 0.00, -0.02], [0.04, 0.31, 0.18], [-0.05, 0.02, 0.11], [-0.04, 0.02, 0.04], [0.00, -0.07, -0.04], [-0.04, 0.01, -0.03], [0.00, 0.03, 0.02], [-0.02, 0.00, -0.04], [-0.06, 0.00, -0.05], [0.04, 0.01, 0.01], [0.00, 0.00, -0.02], [-0.02, 0.06, 0.03], [-0.01, 0.00, -0.01], [-0.01, -0.02, -0.02], [0.03, -0.04, 0.02], [-0.75, -0.56, 0.37], [1.83, -0.62, -0.43]],
  "lowdin_charge": [0.671, 0.197, -0.367, 0.097, -0.062, 0.046, 0.028, -0.125, -0.008, -0.036, -0.034, 0.011, -0.075, 0.114, 0.143, 0.134, 0.128, 0.121, 0.121, 0.109, 0.123, -0.677, -0.005, -0.337, -0.046, -0.063, -0.066, -0.064, -0.461, 1.129, 0.097, 0.105, 0.103, 0.115, 0.114, 0.119, -0.200, -0.197],
  "e_above_lowest_ev": 1.175,
  "total_energy_ev": -40959.861,
  "charge": 1,
  "orbital_gap_ev": 6.99
}

{
  "formula": "C4HNO",
  "method": "ωB97M-V/def2-TZVPD",
  "symbols": ["N", "C", "C", "C", "C", "O", "H"],
  "coordinates": [[0.5656, -1.7034, 0.9307], [-0.0206, -0.6694, 1.1841], [-0.6177, 0.4894, 1.3359], [-0.5671, 1.3769, 0.3292], [0.0046, 1.3215, -0.8794], [0.3907, 1.5465, -1.9600], [0.9449, -1.5930, -0.0202]],
  "atomic_forces_ev_per_a": [[-0.41, 0.50, 0.40], [0.30, -0.34, -0.32], [0.20, -0.14, -0.31], [0.02, 0.07, -0.10], [0.14, 0.43, -0.74], [-0.42, -0.02, 0.96], [0.17, -0.49, 0.11]],
  "nbo_charge": [-0.583, 0.480, -0.194, -0.291, 0.613, -0.430, 0.405],
  "e_above_lowest_ev": 2.533,
  "total_energy_ev": -7696.037,
  "charge": 0,
  "orbital_gap_ev": 6.82
}

{
  "formula": "CH2NOS2",
  "method": "ωB97M-V/def2-TZVPD",
  "symbols": ["C", "N", "O", "S", "S", "H", "H"],
  "coordinates": [[-1.6229, 0.5683, 0.1053], [1.3923, -0.8392, -0.3074], [-1.4521, -0.2667, 0.9207], [-2.2617, 1.6871, -0.7681], [1.6168, 0.8811, -0.4048], [0.3769, -0.9294, -0.0341], [1.9507, -1.1013, 0.4883]],
  "atomic_forces_ev_per_a": [[-0.09, -1.45, 2.45], [-1.66, -0.86, 0.14], [0.15, 1.29, -1.84], [0.02, 0.41, -0.67], [-0.09, 1.54, -0.29], [1.85, -0.45, -0.11], [-0.19, -0.47, 0.32]],
  "nbo_charge": [0.449, -1.010, -0.501, -0.028, -0.573, 0.332, 0.332],
  "e_above_lowest_ev": 1.196,
  "total_energy_ev": -26277.836,
  "charge": -1,
  "orbital_gap_ev": 4.81
}

{
  "formula": "C2H4N4",
  "method": "ωB97M-V/def2-TZVPD",
  "symbols": ["N", "C", "N", "C", "N", "N", "H", "H", "H", "H"],
  "coordinates": [[1.5601, -0.4173, -0.5557], [0.3706, -0.0027, -0.0172], [-0.4990, 0.5072, -0.8727], [-1.6760, 0.4987, -0.2302], [-1.7003, 0.1773, 1.0489], [-0.0744, -0.2033, 1.2163], [2.4154, -0.3771, -0.0300], [1.6185, -0.0374, -1.4926], [-2.5660, 0.6607, -0.8765], [0.5511, -0.8061, 1.8097]],
  "atomic_forces_ev_per_a": [[0.22, 0.22, 0.03], [-0.12, 0.06, -0.59], [-0.03, -0.30, -0.58], [0.41, -0.27, 0.59], [2.22, -1.16, 0.15], [-1.24, 0.46, -1.13], [-0.01, 0.07, 0.18], [0.29, -0.17, 0.13], [0.32, 0.25, 1.31], [-2.06, 0.85, -0.08]],
  "nbo_charge": [-0.804, 0.548, -0.596, 0.172, -0.254, -0.501, 0.386, 0.409, 0.222, 0.419],
  "e_above_lowest_ev": 1.555,
  "total_energy_ev": -8097.759,
  "charge": 0,
  "orbital_gap_ev": 9.80
}

{
  "formula": "C3HGaO2",
  "method": "ωB97M-V/def2-TZVPD",
  "symbols": ["C", "H", "C", "O", "C", "Ga", "O"],
  "coordinates": [[0.3937, -2.4662, -0.0905], [0.6316, -3.4920, 0.1318], [0.1114, -1.3210, -0.3260], [-0.1083, 0.1462, -0.6761], [-0.0519, 1.1344, 0.0891], [-0.5619, 3.7288, 0.8123], [-0.4146, 2.2698, 0.0594]],
  "atomic_forces_ev_per_a": [[0.52, -2.86, 0.36], [0.15, -0.68, 0.13], [-1.28, 9.02, -1.60], [0.13, -5.58, -0.24], [1.64, -2.80, 2.14], [-0.73, 6.62, 3.08], [-0.43, -3.72, -3.86]],
  "lowdin_charge": [0.542, 0.171, 0.332, 0.308, -0.006, 1.518, 0.134],
  "e_above_lowest_ev": 1.111,
  "s_squared": 1.6350,
  "total_energy_ev": -59549.510,
  "charge": 3,
  "orbital_gap_ev": [10.19, 6.25],
  "multiplicity": 2
}